1.
The following is a quantum chemistry calculation of 2 unconnected molecules or ions with the total composition C9H8F2OS, from the OMol25 dataset.

```
! RIJCOSX wB97M-V def2-TZVPD def2/J DEFGRID3
* xyz 0 1
C -2.9252 0.1216 0.3718
C -2.1903 1.1261 1.0453
C -2.3704 -0.7164 -0.6193
C -0.8394 1.2925 0.7357
C -1.0953 -0.3294 -1.0553
C -0.3425 0.6128 -0.3588
C 1.5471 -1.4242 -0.1024
C 2.1452 -0.4168 0.6615
C 1.0036 0.9591 -0.6335
O 0.5060 -1.9608 0.1985
F 1.4651 2.1550 -0.3074
F 1.4668 0.6149 -1.8038
S 3.8684 -0.0917 0.5394
H -3.8824 -0.1258 0.5772
H -2.7706 1.5617 1.8591
H -3.0130 -1.4603 -1.0793
H -0.2617 1.9463 1.2349
H -0.5108 -0.7059 -1.8288
H 2.1656 -1.7582 -1.0043
H 1.8075 -0.1791 1.6715
H 4.2263 -1.2212 -0.1019
*
```

Calculated values
calculated total energy	-1020.798156	hartree

Löwdin atomic charge list, values in e, 4 entries: atom 1 (C): -0.06, atom 2 (C): -0.03, atom 3 (C): -0.02, atom 4 (C): 0.00

2.
The following is a quantum chemistry calculation of 2 unconnected molecules or ions with the total composition C2H2Br2S2, from the OMol25 dataset.

```
! RIJCOSX wB97M-V def2-TZVPD def2/J DEFGRID3
* xyz 0 1
C -0.6938 -0.1840 0.9820
C -1.4839 0.7736 0.5956
S -0.3070 -1.8222 1.0112
S -1.2162 2.4088 0.5384
Br 2.0313 0.8233 0.2421
Br -3.3988 0.2306 -0.0504
H 0.2375 -1.9217 -0.1604
H 0.1863 2.0598 0.3200
*
```

Calculated values
calculated total energy	-6021.675963	hartree
relative energy (zero: lowest compared OMol25 entry of this formula, charge and spin)	302.2	kJ/mol

Löwdin atomic charge list, values in e, 4 entries: atom 1 (C): -0.63, atom 2 (C): -1.15, atom 3 (S): 0.86, atom 4 (S): 0.74

3.
The following is a quantum chemistry calculation of a molecular structure, C4H7O5PS, from the OMol25 dataset.

```
! RIJCOSX wB97M-V def2-TZVPD def2/J DEFGRID3
* xyz -2 1
C -0.8429 1.6976 -0.9542
C 0.2453 1.4103 -0.2807
C 0.2933 -1.2787 1.3284
C 1.3278 0.5216 -0.3271
O 3.2759 1.1924 0.9918
O 3.9258 0.6581 -1.4170
O 2.6470 2.8606 -0.9311
O 2.7095 -1.2638 1.4697
O 1.3326 0.6266 2.4034
P 2.9814 1.4520 -0.5138
S 1.8180 -0.1470 1.2895
H -1.5112 2.3665 -0.5187
H -1.2513 1.1101 -1.8654
H 0.4282 2.1084 0.5624
H -0.2914 -1.2789 2.1628
H -0.3209 -0.9638 0.3971
H 0.5692 -2.3565 1.2119
H 1.2338 -0.6983 -1.2043
*
```

Calculated values
calculated total energy	-1272.281811	hartree
relative energy (zero: lowest compared OMol25 entry of this formula, charge and spin)	260.9	kJ/mol

Löwdin atomic charge list, values in e, 4 entries: atom 1 (C): -0.05, atom 2 (C): -0.34, atom 3 (C): -0.20, atom 4 (C): -0.42

4.
The following is a quantum chemistry calculation of 2 unconnected molecules or ions with the total composition C4H7NO, from the OMol25 dataset.

```
! RIJCOSX wB97M-V def2-TZVPD def2/J DEFGRID3
* xyz 0 1
C 0.9029 -1.3395 -1.5074
C 0.3464 -0.5537 -0.3533
C -0.6626 0.2320 -0.6667
O -1.5393 0.8545 -1.1271
H 1.9900 -1.3955 -1.4413
H 0.6548 -0.8419 -2.4478
H 0.4971 -2.3534 -1.5392
H 0.7175 -0.6886 0.6539
C -0.9714 1.1917 1.7279
N 0.0864 1.7888 1.3655
H -1.9325 1.6036 1.4194
H -1.0060 0.2370 2.2634
H 0.9166 1.2651 1.6527
*
```

Calculated values
calculated total energy	-286.527300	hartree
structure (SMILES)	CC=C=O.C=N
relative energy (zero: lowest compared OMol25 entry of this formula, charge and spin)	274.0	kJ/mol

Löwdin atomic charge list, values in e, 4 entries: atom 1 (C): -0.10, atom 2 (C): -0.17, atom 3 (C): -0.27, atom 4 (O): 0.16

5.
The following is a quantum chemistry calculation of 2 unconnected molecules or ions with the total composition CH4Cl2O2Si, from the OMol25 dataset.

```
! RIJCOSX wB97M-V def2-TZVPD def2/J DEFGRID3
* xyz 0 1
C 0.6016 0.7458 0.1071
O -0.7820 0.9314 -0.1685
Si -2.2191 0.8084 0.5558
O -2.5866 0.6348 2.0028
Cl -3.6547 0.8037 -0.8919
H 1.1556 1.2975 -0.6430
H 0.7320 -0.2332 0.2234
H 0.7759 1.1531 1.1780
Cl -2.1075 -2.3963 0.0927
H -1.3270 -3.2774 -0.4782
*
```

Calculated values
calculated total energy	-1400.937097	hartree
structure (SMILES)	CO[Si](=O)Cl.Cl
relative energy (zero: lowest compared OMol25 entry of this formula, charge and spin)	200.4	kJ/mol

Löwdin atomic charge list, values in e, 4 entries: atom 1 (C): -0.08, atom 2 (O): -0.29, atom 3 (Si): -0.05, atom 4 (O): -0.33

6.
The following is a quantum chemistry calculation of a molecular structure, C26H30BrIrN3O2, from the OMol25 dataset.

```
! RIJCOSX wB97M-V def2-TZVPD def2/J DEFGRID3
* xyz 1 1
Ir -1.6248 -1.9099 -0.7601
O -3.1398 -4.8808 -2.9269
C -2.5671 -3.9083 -2.5158
N -2.6915 -3.3862 -1.2312
C -3.6221 -3.9435 -0.2645
C -3.4695 -3.1774 1.0262
C -4.2077 -3.4708 2.1590
C -3.9819 -2.7499 3.3183
C -3.0158 -1.7531 3.3276
C -2.3143 -1.5005 2.1698
N -2.5485 -2.1895 1.0437
C -1.5861 -3.1030 -3.3391
C -1.3080 -3.4160 -4.6480
C -0.3627 -2.6503 -5.3228
C 0.2737 -1.6175 -4.6579
C -0.0534 -1.3604 -3.3349
N -0.9750 -2.0824 -2.7024
H -3.4158 -5.0042 -0.0976
H -4.6504 -3.8763 -0.6316
H -4.9435 -4.2625 2.1278
H -4.5496 -2.9692 4.2123
H -2.8058 -1.1795 4.2182
H -1.5405 -0.7467 2.1058
H -1.8216 -4.2484 -5.1083
H -0.1211 -2.8680 -6.3540
H 1.0212 -1.0107 -5.1479
H 0.4195 -0.5766 -2.7574
C 0.9441 5.1657 -0.8593
C 1.0370 4.5113 0.5260
C -0.0369 5.1085 1.4461
C 2.4099 4.8281 1.1183
C 0.8056 3.0054 0.3896
C -0.3917 2.5368 -0.1336
C -0.5351 1.1747 -0.2431
Br -2.1748 0.4507 -0.9627
C 0.3725 0.1842 0.1245
O 0.0981 -1.1074 -0.0194
C 1.5897 0.6654 0.6548
C 1.7454 2.0482 0.7596
C 2.7593 -0.2121 1.1372
C 2.5406 -1.7234 1.0135
C 3.0269 0.0911 2.6194
C 4.0081 0.1369 0.3118
H 1.1168 6.2405 -0.7793
H -0.0393 5.0209 -1.3094
H 1.6910 4.7489 -1.5372
H 0.1189 6.1828 1.5595
H 0.0014 4.6509 2.4362
H -1.0402 4.9603 1.0437
H 2.5281 5.9095 1.1949
H 3.2186 4.4511 0.4894
H 2.5246 4.4117 2.1209
H -1.1833 3.2033 -0.4492
H 2.6812 2.3987 1.1684
H 1.6912 -2.0644 1.6031
H 3.4366 -2.2253 1.3844
H 2.3802 -2.0314 -0.0181
H 2.1522 -0.1493 3.2271
H 3.2787 1.1373 2.7918
H 3.8625 -0.5150 2.9741
H 3.8415 -0.0713 -0.7470
H 4.8532 -0.4671 0.6470
H 4.2894 1.1855 0.4086
*
```

Calculated values
calculated total energy	-4001.682465	hartree
relative energy (zero: lowest compared OMol25 entry of this formula, charge and spin)	0.0	kJ/mol

Löwdin atomic charge list, values in e, 4 entries: atom 1 (Ir): 1.23, atom 2 (O): 0.15, atom 3 (C): -0.43, atom 4 (N): -0.19

7.
The following is a quantum chemistry calculation of 4 unconnected molecules or ions with the total composition C23H44ClO13PS4, from the OMol25 dataset.

```
! RIJCOSX wB97M-V def2-TZVPD def2/J DEFGRID3
* xyz 0 1
C -1.9787 2.9436 1.4634
C -1.0139 4.0119 0.8129
C -0.5788 3.6684 -0.7024
S -0.6834 1.8347 -0.8411
C 0.8987 4.2492 -0.8523
C 1.7616 3.6186 -2.0025
C 1.0267 3.5304 -3.4082
O 2.3942 2.3738 -1.6085
C 3.1124 1.7967 -2.6964
C 4.2651 0.8421 -2.2414
C 5.4124 1.4056 -1.5429
C 6.4960 0.5007 -1.1632
C 6.4085 -0.9214 -1.4834
C 5.2490 -1.4822 -2.1796
C 4.1423 -0.5874 -2.5706
O -1.3951 4.4138 -1.6425
C -2.7528 4.0928 -1.5752
O -3.5121 4.6879 -0.8612
P -3.6186 2.7423 -2.6357
O -4.0435 1.6082 -1.4449
Cl -2.2449 1.8741 -3.9672
H -1.4028 2.0789 1.8952
H -2.8280 2.6244 0.8111
H -2.4519 3.4477 2.3586
H -1.5711 4.9891 0.7535
H -0.1307 4.1660 1.4784
H 0.0967 1.3947 -1.8752
H 0.8541 5.3655 -0.9778
H 1.4655 4.0609 0.1042
H 2.6295 4.3325 -2.1717
H 1.7965 3.6553 -4.2236
H 0.3307 4.4032 -3.5140
H 0.4915 2.5680 -3.5829
H 2.4246 1.1730 -3.3413
H 3.5915 2.5656 -3.3762
H 5.4271 2.5002 -1.3484
H 7.3719 0.9466 -0.6377
H 7.2673 -1.5766 -1.2078
H 5.1927 -2.5657 -2.4390
H 3.2617 -0.9873 -3.1313
H -3.6352 0.7470 -1.6549
C 3.7580 -1.2482 2.2598
C 3.9542 -2.4135 3.2125
O 3.4677 -3.6411 2.6563
S 4.3692 -4.3859 1.5549
C 3.5049 -5.9257 1.5686
O 5.6858 -4.5861 2.0890
O 4.1601 -3.7534 0.2871
H 4.3916 -1.3502 1.3768
H 4.0101 -0.3057 2.7493
H 2.7242 -1.2037 1.9121
H 5.0025 -2.5128 3.5053
H 3.3807 -2.2347 4.1232
H 3.6206 -6.3847 2.5488
H 3.9440 -6.5618 0.8014
H 2.4565 -5.7444 1.3449
C -1.4078 -8.5887 -2.5218
C -1.6144 -7.9768 -1.1492
O -0.9189 -8.7085 -0.1315
S 0.6656 -8.4965 0.0118
C 0.8489 -9.2816 1.5836
O 0.9357 -7.0944 0.1571
O 1.3306 -9.2920 -0.9759
H -0.3726 -8.4804 -2.8486
H -2.0479 -8.1013 -3.2592
H -1.6318 -9.6568 -2.5058
H -1.3188 -6.9249 -1.1364
H -2.6738 -8.0169 -0.8931
H 0.3037 -8.7074 2.3300
H 1.9110 -9.2994 1.8244
H 0.4648 -10.2976 1.5164
C -6.7160 7.2493 4.1156
C -7.5871 7.0766 2.8855
O -6.9101 6.3511 1.8540
S -6.7925 4.7533 1.9961
C -6.2706 4.4238 0.3428
O -8.1053 4.2083 2.1917
O -5.7115 4.4489 2.8879
H -6.5370 6.2922 4.6077
H -7.1959 7.9150 4.8353
H -5.7420 7.6605 3.8440
H -8.5349 6.5938 3.1366
H -7.8246 8.0579 2.4723
H -7.0706 4.7014 -0.3408
H -6.0625 3.3573 0.2647
H -5.3702 4.9931 0.1385
*
```

Calculated values
calculated total energy	-4275.092793	hartree
structure (SMILES)	CC[C@](S)(C[C@H](C)OCc1ccccc1)OC(=O)P(O)Cl.CCOS(C)(=O)=O.CCOS(C)(=O)=O.CCOS(C)(=O)=O

Löwdin atomic charge list, values in e, 4 entries: atom 1 (C): -0.16, atom 2 (C): -0.20, atom 3 (C): -0.67, atom 4 (S): 0.84

8.
The following is a quantum chemistry calculation of C6H5NO in the gas phase, from the OMol25 dataset.

```
! RIJCOSX wB97M-V def2-TZVPD def2/J DEFGRID3
* xyz 0 1
C -2.4748 -0.0715 -0.0490
C -1.3479 0.7259 0.0981
C 0.0390 0.0844 0.2898
C 0.5154 -1.1474 0.1680
N 1.8919 -1.3441 -0.0897
C 2.5501 -0.1807 -0.0174
C 1.3482 0.9600 0.0340
O 1.4877 2.1340 0.0453
H -2.6284 -1.1739 -0.3213
H -3.4580 0.2820 -0.3395
H -1.4716 1.7672 -0.0878
H -0.1196 -2.0011 0.5154
H 3.6681 -0.0349 -0.2459
*
```

Calculated values
calculated total energy	-361.493975	hartree
structure (SMILES)	C=CC1=CN=CC1=O
relative energy (zero: lowest compared OMol25 entry of this formula, charge and spin)	236.9	kJ/mol

Löwdin atomic charge list, values in e, 4 entries: atom 1 (C): 0.00, atom 2 (C): -0.08, atom 3 (C): -0.13, atom 4 (C): -0.14

- The highest calculated total energy belongs to which entry?
  C4H7NO

- What is the calculated total energy in the fourth record?
  -286.527300 hartree